Below is a structure of composition C13H12N6O2PdS, with properties calculated with ωB97M-V with the def2-TZVPD basis set.

Structure (XYZ):
```
35
Properties=species:S:1:pos:R:3:forces:R:3
Pd 0.61370 -1.05895 -1.39165 -0.130 -0.140 0.066
S -1.29812 -2.13733 -2.35048 0.001 0.166 -0.470
O -0.40762 4.94986 3.08365 -0.347 -0.021 0.016
O -0.16606 5.50905 1.02330 -0.271 -0.013 -0.069
N 0.40759 -0.76411 0.75326 0.668 -0.002 0.299
N 1.41092 -3.00122 -1.64812 -0.205 0.159 0.210
N 0.44992 -4.03698 -1.66844 -0.006 0.033 0.075
N -1.60336 -4.75012 -2.38678 0.019 -0.029 0.015
N 0.14188 0.90509 -1.29261 -0.265 -0.315 -0.054
N -0.30061 4.69532 1.91179 0.852 0.101 0.070
C 0.30420 -1.28097 3.08006 -0.041 -0.035 -0.018
C -0.16332 3.25576 1.54729 -0.224 0.012 -0.141
C 0.08296 0.99442 2.35750 -0.034 0.140 0.225
C 0.14002 0.04455 3.39461 0.002 0.002 -0.008
C 0.00404 1.67812 -2.35841 -0.010 -0.086 -0.078
C 0.08822 1.45418 -0.04549 0.061 -0.233 0.066
C -0.09588 2.39933 2.58238 0.028 -0.166 -0.037
C -0.78611 -3.74493 -2.13261 -0.127 0.147 -0.045
C 0.20983 0.54043 1.05354 -0.065 -0.031 -0.241
C -0.24316 3.62651 -0.99387 -0.006 0.017 0.075
C 0.44218 -1.64673 1.73668 0.015 0.109 -0.006
C -0.10055 2.82240 0.16271 -0.063 0.132 0.015
C -0.18471 3.05160 -2.23803 0.003 -0.011 -0.007
H -0.40069 4.68714 -0.89335 -0.001 0.001 0.000
H 2.08784 -3.21012 -0.91644 -0.012 -0.038 0.000
H -0.29858 3.64982 -3.13031 0.007 -0.002 -0.002
H -1.32920 -5.71822 -2.30684 -0.017 0.002 0.020
H -0.16686 2.78577 3.59008 -0.011 -0.009 -0.002
H 0.58264 -2.68355 1.45602 0.037 -0.004 0.044
H 0.03251 1.19371 -3.32629 -0.004 -0.004 0.009
H 0.80611 -4.98414 -1.69612 0.041 0.020 -0.060
H 0.04621 0.36555 4.42424 0.007 -0.006 0.004
H 0.33913 -2.04226 3.84585 -0.001 0.003 0.003
H 1.90411 -2.98872 -2.54393 0.087 0.088 0.044
H -2.54919 -4.56028 -2.68320 0.011 0.013 -0.016
```
Forces are in eV/Å.

Calculated values
Net charge   +2
LUMO (spin up / spin down)   -8.44 / -8.24 eV
Orbital gap (spin up / spin down)   7.1 / 7.2 eV
HOMO energy (spin up / spin down)   -15.57 / -15.48 eV